1.
ORCA calculation (ωB97M-V/def2-TZVPD) on a 2-piece molecular cluster, CH6Cl2Si2 overall.

Output
Maximum force in eV Å⁻¹: 1.8
Relative energy (zero: lowest compared OMol25 entry of this formula, charge and spin) in kJ/mol: 702.0
Orbital gap (alpha / beta) in eV: 8.08 / 5.75
Highest occupied orbital energy (alpha / beta) in eV: -8.418 / -7.104

Structure (ORCA input):
```
! RIJCOSX wB97M-V def2-TZVPD def2/J DEFGRID3
* xyz 0 1
C -0.830 -1.664 -0.574
Si 0.295 2.778 1.594
Si 0.965 -2.064 -1.140
Cl -1.188 -0.898 0.980
Cl -1.506 -0.667 -1.871
H -1.447 -2.503 -0.704
H 1.359 3.262 0.788
H 0.050 2.622 2.952
H -0.617 2.171 0.701
H 0.965 -1.571 -2.525
H 1.954 -1.467 -0.202
*
```



2.
ORCA calculation (ωB97M-V/def2-TZVPD) on CH6ClIN2OP as an isolated structure.

Output
Maximum force in eV Å⁻¹: 5.0
Relative energy (zero: lowest compared OMol25 entry of this formula, charge and spin) in kJ/mol: 272.9
Orbital gap in eV: 8.79
Highest occupied orbital energy in eV: -13.590

Structure (ORCA input):
```
! RIJCOSX wB97M-V def2-TZVPD def2/J DEFGRID3
* xyz 1 1
C -1.246 -0.722 -0.412
N 0.270 0.110 1.695
N 0.717 1.357 -0.819
O 1.514 -1.100 -0.274
P 0.382 -0.053 0.089
Cl -1.465 -2.397 -0.069
I -2.753 0.648 -0.099
H -1.072 -0.725 -2.245
H -0.625 0.130 2.055
H 1.092 -0.195 2.151
H -0.006 1.510 -1.539
H 0.801 2.201 -0.335
H 2.390 -0.764 -0.197
*
```



no.,electronic energy (eV)
1,-41929.260
2,-36065.722